12
Properties=species:S:1:pos:R:3 method="wB97M-V/def2-TZVPD" e_homo_ev=-8.8 orbital_gap_ev=8.484
O -0.051 0.899 2.149
C -0.789 0.202 1.558
C -1.760 -0.510 1.066
C -2.111 -1.317 0.074
C 0.909 -0.491 -0.857
C 1.271 1.019 -1.050
N 1.976 0.012 -0.339
H -3.112 -1.745 0.015
H -1.399 -1.571 -0.715
H 0.727 1.764 -0.471
H 1.689 1.354 -1.998
H 2.739 -0.176 0.296



78
Properties=species:S:1:pos:R:3 method="wB97M-V/def2-TZVPD" total_charge=-2 e_homo_ev=-1.1 orbital_gap_ev=4.676
Rb -0.805 1.313 1.123
C -4.001 -1.268 2.766
C -4.496 -0.125 1.872
N -3.587 0.258 0.823
C -3.871 -0.076 -0.548
C -3.040 -1.239 -1.086
N -1.629 -0.924 -1.137
C -0.793 -1.950 -1.721
C -0.409 -3.072 -0.753
C 0.864 -2.815 0.057
N 0.744 -1.851 1.129
C 0.477 -2.379 2.452
C -0.986 -2.374 2.886
N -1.517 -1.039 2.975
C -2.796 -0.912 3.644
H -3.774 -2.149 2.159
H -4.830 -1.551 3.427
H -4.685 0.745 2.509
H -5.468 -0.420 1.442
H -3.277 1.214 0.910
H -3.673 0.806 -1.167
H -4.935 -0.332 -0.681
H -3.431 -1.516 -2.088
H -3.180 -2.113 -0.441
H -1.478 -0.043 -1.618
H 0.124 -1.474 -2.081
H -1.281 -2.401 -2.608
H -0.236 -3.983 -1.339
H -1.244 -3.293 -0.085
H 1.639 -2.464 -0.632
H 1.215 -3.787 0.453
H 1.547 -1.238 1.159
H 1.045 -1.785 3.175
H 0.838 -3.421 2.536
H -1.035 -2.898 3.864
H -1.589 -2.967 2.190
H -0.831 -0.412 3.380
H -2.904 0.124 3.974
H -2.823 -1.546 4.552
O -4.097 7.038 0.860
C -3.644 5.902 0.898
C -3.209 5.079 -0.269
O -3.292 5.407 -1.454
C -2.726 3.801 0.259
C -2.795 3.816 1.707
O -2.446 2.880 2.472
C -3.373 5.103 2.134
O -3.599 5.471 3.284
O -2.315 2.831 -0.444
S 2.003 0.968 2.859
C 2.988 0.895 1.492
N 4.185 0.406 1.441
N 4.874 0.588 0.232
C 5.274 -0.452 -0.531
C 6.038 -0.233 -1.696
C 6.437 -1.290 -2.487
C 6.100 -2.599 -2.157
C 5.344 -2.818 -1.012
C 4.928 -1.774 -0.207
N 2.426 1.545 0.290
N 2.245 0.709 -0.608
C 1.769 1.291 -1.840
C 2.592 1.055 -2.939
C 2.236 1.551 -4.183
C 1.045 2.240 -4.340
C 0.206 2.428 -3.252
C 0.560 1.965 -1.989
H 5.040 1.534 -0.069
H 6.303 0.783 -1.969
H 7.016 -1.086 -3.381
H 6.409 -3.426 -2.783
H 5.056 -3.827 -0.739
H 4.324 -1.954 0.671
H 3.501 0.484 -2.796
H 2.886 1.386 -5.035
H 0.759 2.619 -5.315
H -0.742 2.943 -3.351
H -0.196 2.098 -1.224



19
Properties=species:S:1:pos:R:3 method="wB97M-V/def2-TZVPD" e_homo_ev=-9.7 smiles="C[C@@H](O)[C@@H](C)NC=O" orbital_gap_ev=10.433
O -3.113 -1.019 0.297
C -1.935 -0.893 0.023
N -1.343 0.320 -0.072
C 0.030 0.547 -0.559
C 1.064 0.171 0.516
C 0.740 0.815 1.869
O 1.000 -1.251 0.753
C 0.311 -0.183 -1.881
H -1.334 -1.788 -0.149
H -1.882 1.167 -0.060
H 0.145 1.600 -0.755
H 2.091 0.365 0.221
H 0.407 0.022 2.525
H -0.048 1.557 1.825
H 1.636 1.269 2.291
H 1.051 -1.724 -0.081
H 1.391 -0.318 -1.990
H -0.245 -1.102 -2.045
H 0.033 0.446 -2.727



5
Properties=species:S:1:pos:R:3 method="wB97M-V/def2-TZVPD" e_homo_ev="-8.7 / -8.1" orbital_gap_ev="6.794 / 5.536"
P 1.224 -0.181 -0.700
S -2.096 -1.871 2.082
Cl 1.931 1.486 -0.189
I -0.151 0.570 -2.583
I -0.909 -0.003 1.390



52
Properties=species:S:1:pos:R:3 method="wB97M-V/def2-TZVPD" total_charge=+3 e_homo_ev="-17.9 / -17.9" orbital_gap_ev="6.022 / 6.022"
Ru -0.115 -0.476 0.681
O -2.490 -3.638 -0.266
C -1.579 -2.764 0.004
O -1.728 -1.538 -0.132
C -0.281 -3.326 0.478
C 0.071 -4.656 0.643
C 1.357 -4.935 1.097
C 2.250 -3.898 1.359
C 1.823 -2.594 1.163
N 0.583 -2.349 0.743
C 2.554 -1.296 1.355
O 3.798 -1.219 1.695
O 1.941 -0.241 1.147
H -3.323 -3.238 -0.581
H -0.640 -5.443 0.424
H 1.665 -5.962 1.246
H 3.249 -4.121 1.711
H 4.264 -2.062 1.809
C -1.928 1.335 -1.731
C -1.905 1.962 -0.375
C -2.547 3.209 -0.246
C -2.692 3.805 0.974
C -2.222 3.119 2.111
C -2.380 3.610 3.427
C -1.931 2.910 4.541
C -1.303 1.697 4.365
C -1.130 1.179 3.058
S -0.416 -0.308 2.822
C -1.565 1.896 1.911
N -1.340 1.347 0.686
H -2.949 1.395 -2.113
H -1.613 0.301 -1.736
H -1.303 1.906 -2.421
H -2.943 3.672 -1.139
H -3.185 4.764 1.075
H -2.866 4.571 3.560
H -2.073 3.314 5.533
H -0.948 1.126 5.215
C 2.797 0.978 -4.849
C 2.077 0.615 -3.591
C 1.533 -0.653 -3.390
C 0.895 -0.950 -2.206
N 0.753 -0.053 -1.216
C 1.281 1.174 -1.393
C 1.933 1.533 -2.547
H 2.697 0.207 -5.610
H 3.859 1.119 -4.639
H 2.422 1.920 -5.250
H 1.607 -1.414 -4.156
H 0.466 -1.931 -2.044
H 1.180 1.869 -0.570
H 2.339 2.533 -2.634



132
Properties=species:S:1:pos:R:3 method="wB97M-V/def2-TZVPD" e_homo_ev=-8.5 smiles=COC[C@H](C)N.COC[C@H](C)N.COC[C@H](C)N.COC[C@H](C)N.COC[C@H](C)N.COC[C@H](C)N.CO.CO.CO.CO.CO orbital_gap_ev=8.996
C -2.224 1.581 -4.185
O -1.112 1.299 -3.375
H -2.769 0.677 -4.494
H -2.882 2.271 -3.647
H -1.962 2.014 -5.154
H -1.364 1.147 -2.450
C 1.946 1.320 4.019
O 1.810 1.688 2.643
H 2.584 2.030 4.563
H 0.969 1.381 4.504
H 2.472 0.367 4.029
H 1.155 2.405 2.623
C 0.612 -3.331 -1.563
O 0.082 -1.996 -1.562
H -0.160 -3.962 -2.017
H 1.510 -3.390 -2.172
H 0.686 -3.701 -0.542
H 0.677 -1.424 -2.065
C -0.031 4.127 -2.350
O 0.429 5.480 -2.121
H -0.370 3.722 -1.402
H -0.751 4.117 -3.164
H 0.869 3.587 -2.657
H 0.685 5.872 -2.959
C -0.655 0.904 0.601
O -1.083 0.472 -0.674
H -0.788 1.981 0.720
H -1.186 0.485 1.465
H 0.374 0.624 0.845
H -0.709 -0.411 -0.815
C -7.170 -3.114 -1.201
C -6.928 -1.658 -0.838
C -5.682 -1.059 -1.492
O -4.593 -1.859 -1.162
C -3.496 -1.658 -2.032
N -8.071 -0.811 -1.139
H -6.852 -3.384 -2.215
H -8.190 -3.507 -1.220
H -6.596 -3.732 -0.511
H -6.708 -1.620 0.241
H -5.550 0.002 -1.230
H -5.945 -1.034 -2.564
H -3.361 -0.592 -2.256
H -3.669 -2.129 -3.005
H -2.556 -1.996 -1.604
H -8.025 0.146 -0.808
H -8.922 -1.147 -0.703
C 1.920 6.402 2.814
C 1.179 5.587 1.752
C -0.124 4.982 2.182
O -0.012 3.834 2.980
C -1.271 3.412 3.499
N 0.866 6.486 0.625
H 1.281 7.147 3.290
H 2.829 6.844 2.412
H 2.215 5.719 3.619
H 1.877 4.824 1.382
H -0.693 4.726 1.269
H -0.792 5.739 2.619
H -1.097 2.666 4.272
H -1.907 3.054 2.690
H -1.694 4.265 4.037
H 0.625 5.892 -0.172
H 1.674 6.993 0.283
C 2.897 -0.417 -5.688
C 2.326 0.562 -4.667
C 1.422 1.628 -5.266
O 2.157 2.450 -6.201
C 1.704 2.213 -7.519
N 1.546 -0.294 -3.721
H 3.595 -1.112 -5.218
H 3.378 0.095 -6.520
H 2.108 -1.075 -6.064
H 3.100 1.048 -4.075
H 1.080 2.306 -4.483
H 0.486 1.298 -5.719
H 2.123 1.290 -7.939
H 2.067 3.007 -8.170
H 0.620 2.115 -7.604
H 1.038 -0.952 -4.300
H 0.870 0.297 -3.241
C 0.665 -3.048 2.402
C 2.015 -3.603 2.887
C 2.886 -4.077 1.723
O 2.177 -5.156 1.108
C 3.025 -6.132 0.526
N 2.664 -2.566 3.716
H 0.092 -2.725 3.274
H 0.027 -3.752 1.857
H 0.766 -2.195 1.724
H 1.817 -4.492 3.490
H 3.862 -4.415 2.074
H 2.897 -3.290 0.964
H 3.397 -5.724 -0.421
H 2.408 -7.008 0.332
H 3.840 -6.421 1.194
H 3.180 -2.011 3.042
H 2.041 -2.046 4.308
C 4.967 1.263 1.004
C 4.781 -0.234 1.197
C 5.486 -0.768 2.472
O 6.877 -0.507 2.330
C 7.713 -1.632 2.124
N 3.377 -0.602 1.343
H 4.570 1.578 0.033
H 6.031 1.498 0.902
H 4.499 1.876 1.774
H 5.182 -0.676 0.282
H 5.236 -1.819 2.608
H 5.167 -0.204 3.351
H 8.702 -1.223 1.957
H 7.292 -2.227 1.303
H 7.705 -2.321 2.979
H 2.900 -0.075 2.072
H 2.791 -0.322 0.557
C -4.471 -2.154 4.026
C -4.074 -2.602 2.608
C -3.054 -1.600 2.031
O -3.368 -0.252 2.269
C -4.213 0.295 1.257
N -3.411 -3.919 2.693
H -5.156 -2.907 4.421
H -4.846 -1.134 3.999
H -3.590 -2.151 4.673
H -5.001 -2.694 2.030
H -2.944 -1.796 0.953
H -2.051 -1.720 2.448
H -5.139 -0.268 1.110
H -3.644 0.291 0.325
H -4.512 1.266 1.649
H -3.443 -4.272 1.736
H -4.012 -4.547 3.221



12
Properties=species:S:1:pos:R:3 method="wB97M-V/def2-TZVPD" e_homo_ev=-9.9 smiles=OCc1nc[nH]n1 orbital_gap_ev=10.749
O 1.812 1.330 1.097
C 0.414 1.186 1.153
C -0.094 0.136 0.209
N 0.709 -0.753 -0.344
N -0.141 -1.465 -1.110
C -1.391 -0.987 -0.987
N -1.402 0.034 -0.160
H 2.089 1.129 0.194
H -0.114 2.126 0.936
H 0.160 0.905 2.182
H 0.199 -2.244 -1.652
H -2.241 -1.397 -1.517



41
Properties=species:S:1:pos:R:3 method="wB97M-V/def2-TZVPD" e_homo_ev=-8.4 smiles="CCC(=O)Nc1ccc(C(=O)N/N=C/c2ccccc2[N+](=O)[O-])cc1" orbital_gap_ev=7.873
C 4.030 1.084 4.203
C 4.255 -0.428 4.167
C 2.975 -1.144 3.765
O 2.276 -1.736 4.554
N 2.711 -1.022 2.430
C 1.610 -1.466 1.703
C 1.588 -1.192 0.334
C 0.511 -1.565 -0.439
C -0.567 -2.228 0.141
C -0.520 -2.550 1.496
C 0.550 -2.165 2.277
H 0.573 -2.397 3.329
H -1.345 -3.091 1.933
C -1.740 -2.635 -0.651
O -2.321 -3.694 -0.552
N -2.207 -1.710 -1.573
N -1.841 -0.437 -1.612
C -2.456 0.377 -2.375
C -2.151 1.793 -2.381
C -3.151 2.698 -2.745
C -2.955 4.062 -2.646
C -1.755 4.564 -2.164
C -0.740 3.690 -1.819
C -0.928 2.322 -1.948
N 0.221 1.485 -1.715
O 0.501 0.675 -2.570
O 0.879 1.703 -0.722
H 0.212 4.055 -1.465
H -1.606 5.628 -2.070
H -3.744 4.738 -2.936
H -4.099 2.316 -3.092
H -3.298 0.058 -2.999
H -3.000 -2.027 -2.143
H 0.516 -1.355 -1.497
H 2.417 -0.670 -0.122
H 3.381 -0.498 1.883
H 4.537 -0.780 5.160
H 5.057 -0.675 3.467
H 4.939 1.590 4.518
H 3.744 1.466 3.225
H 3.239 1.326 4.909